The following is a DFT calculation (wB97M-V/def2-TZVPD) of C3H8N2O in the gas phase.

Charge: 0
Relative energy (zero: lowest compared OMol25 entry of this formula, charge and spin) in kcal per mole: 91.2
Lowest unoccupied orbital energy in eV: 0.245
2S+1: 1
Gap between HOMO and LUMO in eV: 7.16

Structure (XYZ):
```
14
Properties=species:S:1:pos:R:3:forces:R:3:lowdin_charge:R:1
C -2.68412 0.54764 0.26344 0.31 0.57 -0.34 -0.144
N -1.32448 -0.16637 0.49443 -0.54 -0.45 0.37 -0.035
C -0.08630 0.12514 -0.28668 -0.01 0.58 -0.52 -0.501
O -0.11406 0.81121 -1.26934 -0.34 -0.11 0.13 0.118
N 1.00846 -0.46862 0.20629 -0.18 -0.13 0.35 0.020
C 2.30323 -0.26079 -0.38707 0.53 0.03 -0.20 -0.057
H -2.47466 1.56558 0.60214 -0.09 0.24 0.10 -0.031
H -1.70246 -1.08235 0.29164 0.56 -0.54 -0.16 0.127
H -2.61320 0.62579 -0.82575 -0.56 0.08 -0.18 -0.025
H -1.17886 -0.16217 1.49822 0.28 0.05 0.09 0.134
H 0.92180 -0.92447 1.09300 0.22 -0.21 0.17 0.136
H 2.91385 0.44244 0.17207 -0.01 0.12 0.20 0.088
H 2.84646 -1.19449 -0.46615 0.04 -0.23 0.05 0.084
H 2.18435 0.14147 -1.38624 -0.20 0.01 -0.06 0.088
```
Positions in Å, forces in eV/Å.